No. 1
# C5H6O2

One molecule with the formula C5H6O2 (ωB97M-V/def2-TZVPD, OMol25).

energy: -9372.167 eV
SMILES: C1=CO[C@H]2C[C@@H]2O1
total charge: 0
HOMO energy: -8.5 eV
Kohn-Sham gap: 9.5259 eV

Last columns: bonded neighbours and bond lengths (Å).
Cartesian coordinates (Å):
1 C 1.448 -0.588 0.077  C2 1.434, O7 1.380, H8 1.059
2 C 1.360 0.839 -0.030  C1 1.434, O3 1.429, H9 1.037
3 O 0.137 1.558 -0.202  C2 1.429, C4 1.385
4 C -0.695 0.600 0.353  O3 1.385, C5 1.529, C6 1.492, H10 1.185
5 C -2.027 -0.080 0.032  C4 1.529, C6 1.572, H11 1.071, H12 1.022
6 C -0.639 -0.735 -0.310  C4 1.492, C5 1.572, O7 1.446, H13 1.142
7 O 0.476 -1.568 0.084  C1 1.380, C6 1.446
8 H 2.362 -1.111 0.192  C1 1.059
9 H 2.239 1.387 -0.067  C2 1.037
10 H -0.569 0.649 1.531  C4 1.185
11 H -2.603 0.081 -0.857  C5 1.071
12 H -2.548 -0.389 0.855  C5 1.022
13 H -0.466 -0.755 -1.438  C6 1.142


No. 2
# C5H9NO

A 2-piece molecular cluster, C5H9NO overall (ωB97M-V/def2-TZVPD, OMol25).

energy: -8863.968 eV
total charge: 0
HOMO energy (alpha / beta): -10.0 / -8.5 eV
Kohn-Sham gap (alpha / beta): 9.3665 / 7.6793 eV

Last columns: bonded neighbours and bond lengths (Å).
Cartesian coordinates (Å):
1 C -1.742 0.539 -2.201  O2 1.389, H8 1.104, H9 1.108, H10 1.104
2 O -0.690 0.085 -1.415  C1 1.389
3 C 0.811 -0.336 0.689  C4 1.497, C5 1.497, C6 1.359
4 C 1.389 0.968 1.142  C3 1.497, H11 1.094, H12 1.090, H13 1.099
5 C 0.040 -1.172 1.663  C3 1.497, H14 1.099, H15 1.090, H16 1.094
6 C 1.172 -0.856 -0.514  C3 1.359, N7 1.187
7 N 1.134 -1.114 -1.672  C6 1.187
8 H -2.347 -0.271 -2.646  C1 1.104
9 H -2.443 1.124 -1.573  C1 1.108
10 H -1.431 1.219 -3.014  C1 1.104
11 H 0.601 1.565 1.611  C4 1.094
12 H 1.816 1.529 0.310  C4 1.090
13 H 2.169 0.816 1.901  C4 1.099
14 H 0.689 -1.548 2.466  C5 1.099
15 H -0.438 -2.021 1.172  C5 1.090
16 H -0.727 -0.554 2.137  C5 1.094